13
Properties=species:S:1:pos:R:3 method="wB97M-V/def2-TZVPD" homo_lumo_gap_ev=9.56 charge=+1 e_homo_ha=-0.486
H 2.180 0.491 -2.147
H 0.805 -1.467 -2.886
C 1.169 -1.166 0.316
C 1.088 -1.279 -1.883
H -4.809 2.600 3.494
H 1.048 -1.499 1.334
N 1.618 -0.097 -1.551
H -5.164 4.131 3.067
C 1.728 -0.056 -0.182
N 0.753 -1.910 -0.787
H 0.311 -2.806 -0.716
O -4.567 3.387 3.013
H 2.275 0.630 0.421

=====

78
Properties=species:S:1:pos:R:3 method="wB97M-V/def2-TZVPD" homo_lumo_gap_ev=7.69 charge=0 e_homo_ha=-0.299 smiles=C#Cc1ccc2c(c1[C@@H](C)F)N(N)c1c(Br)cc(CN)cc1S2.c1cc[nH]c1.c1cc[nH]c1.c1cc[nH]c1.c1cc[nH]c1
H 0.557 -2.369 3.454
C 4.797 -3.783 2.628
C 1.314 2.970 5.227
H 5.902 -3.660 2.822
H -5.284 -7.722 -3.339
H 0.414 2.116 3.511
C 3.908 -1.894 1.047
C -4.313 -2.151 0.033
H -4.766 -3.198 0.093
H 2.926 2.117 0.917
N 0.458 2.884 4.163
N 0.522 5.992 -5.163
H 1.578 4.510 6.756
H 5.421 1.346 0.311
H 8.766 -1.318 0.602
H -4.610 -5.140 -2.844
C 0.181 -2.329 1.306
S 0.425 0.497 1.706
H -1.070 4.129 3.345
N 1.512 -2.634 3.172
H 4.546 -4.867 2.869
C 0.024 4.810 5.172
N -6.302 -5.199 -1.545
C 1.132 7.069 -4.578
C -5.786 -7.034 -2.676
C 0.687 1.772 -2.338
H -0.418 8.382 -7.171
H 1.728 6.949 -3.687
C -5.420 -5.732 -2.446
H 2.023 2.183 5.432
C -2.792 -2.154 0.444
N 1.562 -2.561 1.741
C 0.003 7.761 -6.395
H -8.021 -5.917 -0.504
C 2.476 -1.475 1.363
C -0.625 -3.557 0.902
H -0.432 4.855 -2.649
C -6.936 -7.295 -1.888
C 4.396 -3.404 1.116
C 0.825 8.182 -5.319
H 0.937 0.742 -2.539
C 0.582 3.650 -1.132
H 1.156 9.189 -5.111
H -5.159 -1.656 1.879
H -0.710 5.699 -6.880
C 4.956 -0.860 0.684
C 0.062 2.719 -3.111
C -0.163 6.405 -6.274
H 4.256 -3.069 3.330
H -4.506 -1.808 -1.035
C -7.232 -6.144 -1.204
H 1.710 -3.608 3.443
H -2.547 -4.472 0.195
F 3.437 -4.318 0.568
C -0.529 -1.011 1.244
C -0.328 4.004 4.119
C -0.004 3.911 -2.345
C 3.203 1.018 0.934
H 5.346 -3.569 0.506
N 0.995 2.345 -1.134
H 0.739 4.279 -0.269
C 1.066 4.154 5.875
H -2.527 0.054 0.763
C 6.435 -1.244 0.386
H 0.571 5.043 -4.828
H -6.273 -4.258 -1.189
C 4.601 0.622 0.610
C -1.986 -0.945 0.811
H -7.485 -8.223 -1.830
C 7.655 -1.372 0.433
C 2.152 -0.014 1.297
H -4.825 -0.347 0.974
H -0.418 5.765 5.410
N -5.182 -1.306 0.908
Br 0.256 -5.333 0.951
H 1.455 1.879 -0.369
H -0.305 2.572 -4.115
C -2.059 -3.492 0.477

=====

20
Properties=species:S:1:pos:R:3 method="wB97M-V/def2-TZVPD" homo_lumo_gap_ev=8.03 charge=0 e_homo_ha=-0.259 smiles=N[C@]12CCC[C@]1(N)C2
H -2.210 0.240 1.156
C -0.878 0.513 -0.495
H -0.327 -0.657 1.895
C 0.367 -1.581 -0.105
H 1.376 -0.742 1.882
H 0.638 -0.200 -1.739
C -0.329 -0.689 -1.224
H 1.758 1.549 -0.865
H 2.535 0.805 0.294
H 1.296 -1.941 -0.449
C 0.525 0.668 0.380
N 1.801 0.582 -0.269
H -0.914 -1.116 -1.999
H -2.245 -0.930 0.173
H 0.284 2.323 -0.591
H -1.218 2.339 0.494
C -0.429 1.848 -0.010
H -0.470 -2.427 0.093
N -2.046 0.070 0.239
C 0.484 -0.654 1.139